Here is an isolated ion of composition C3Cl2NO2 and charge -1 from OMol25. Energies are from ωB97M-V/def2-TZVPD.

## Properties
Electronic energy = -33741.941 eV
HOMO-LUMO gap = 8.67 eV
Relative energy (zero: lowest compared OMol25 entry of this formula, charge and spin) = 0.000 eV
LUMO = 3.43 eV
SMILES string = N#CC(Cl)(Cl)C(=O)[O-]
Net charge = -1

Last column: Löwdin charge in e.
Element x y z (Å)
N  0.5133  2.5687  0.2764  0.083
C  0.4338  1.4289  0.1717  -0.292
C  0.4783  -0.2216  -0.0220  -1.069
Cl  1.3492  -0.5749  -1.5478  0.541
Cl  1.5137  -0.6620  1.3301  0.565
C  -1.1804  -0.7426  -0.0720  -0.838
O  -1.5298  -1.0384  1.0365  -0.009
O  -1.5781  -0.7581  -1.1729  0.020


Here is C3CsF9O9S3 as an isolated structure from OMol25. Energies are from ωB97M-V/def2-TZVPD.

## Properties
Electronic energy = -79051.942 eV
HOMO-LUMO gap = 6.69 eV
Relative energy (zero: lowest compared OMol25 entry of this formula, charge and spin) = 3.548 eV
LUMO = 2.23 eV
Net charge = -2

Last column: Löwdin charge in e.
Element x y z (Å)
Cs  0.6001  1.0862  -0.4717  0.944
C  6.5928  -1.4006  2.2718  -0.723
F  6.0902  -1.3898  1.0814  0.152
F  7.4569  -2.4095  2.5547  0.107
F  7.0909  -0.2194  2.6363  0.120
S  5.1464  -1.6506  3.3515  0.509
O  5.6482  -1.2354  4.6988  -0.391
O  4.0542  -0.7620  2.8774  -0.385
O  4.8292  -3.0922  3.3930  -0.370
C  -1.0226  0.8848  -7.8628  -0.540
F  0.0518  1.5105  -7.2629  0.056
F  -1.4039  1.6419  -8.9151  0.088
F  -0.7947  -0.4289  -8.2624  0.054
S  -2.4408  0.8050  -6.5269  0.465
O  -2.9786  -0.5527  -6.5976  -0.368
O  -1.7317  1.0488  -5.2683  -0.383
O  -3.4095  1.7949  -6.9538  -0.356
C  -4.3412  0.1607  5.2835  -0.568
F  -5.0728  -0.9660  5.2765  0.100
F  -5.0360  1.0101  6.0638  0.094
F  -3.0459  -0.0758  5.7836  0.055
S  -4.1535  0.9262  3.5094  0.466
O  -5.4733  1.1893  2.9123  -0.362
O  -3.3533  2.1215  3.6924  -0.373
O  -3.3027  0.0030  2.7352  -0.390


Here is a 2-piece molecular cluster, C3F3N2P overall from OMol25. Energies are from ωB97M-V/def2-TZVPD.

## Properties
Electronic energy = -23528.184 eV
HOMO-LUMO gap (alpha / beta) = 8.61 / 7.71 eV
Relative energy (zero: lowest compared OMol25 entry of this formula, charge and spin) = 0.789 eV
LUMO (alpha / beta) = -1.61 / -3.21 eV

Last column: Löwdin charge in e.
Element x y z (Å)
C  0.1235  0.2701  2.0335  -0.561
C  1.7729  1.4969  0.5300  -0.560
C  -1.0840  -1.1314  -1.3881  -0.387
N  -0.4904  0.5942  2.9483  0.109
N  2.3167  2.4296  0.1920  0.113
F  -0.3058  -1.3068  -2.5191  0.071
F  -1.8362  -2.1579  -1.1644  0.168
F  -1.8499  -0.0278  -1.4954  0.107
P  1.3533  -0.1669  0.8632  0.940


Here is a 2-piece molecular cluster, C3F4IN overall from OMol25. Energies are from ωB97M-V/def2-TZVPD.

## Properties
Electronic energy = -23569.080 eV
HOMO-LUMO gap = 9.43 eV
Relative energy (zero: lowest compared OMol25 entry of this formula, charge and spin) = 1.197 eV
LUMO = -0.32 eV
SMILES string = FC(F)=C(F)F.N#CI

Last column: Löwdin charge in e.
Element x y z (Å)
F  -0.1106  -0.6704  -1.3115  0.145
C  1.0102  -0.5772  -0.6836  -0.345
F  2.0763  -0.3639  -1.4475  0.156
C  1.0096  -0.7369  0.6330  -0.302
F  2.0961  -0.5910  1.3795  0.140
F  -0.0541  -0.9095  1.4123  0.125
N  -0.7970  2.0354  0.0882  0.064
C  -1.7904  1.4758  0.0366  -0.899
I  -3.4400  0.3377  -0.1069  0.916


Here is a 2-piece molecular cluster, C3F4O2 overall from OMol25. Energies are from ωB97M-V/def2-TZVPD.

## Properties
Electronic energy = -18073.221 eV
HOMO-LUMO gap = 9.08 eV
Relative energy (zero: lowest compared OMol25 entry of this formula, charge and spin) = 1.864 eV
LUMO = -0.31 eV
SMILES string = O=C=C(F)F.O=C(F)F

Last column: Löwdin charge in e.
Element x y z (Å)
O  2.2416  -0.7430  -1.6126  0.230
C  1.8807  -0.2452  -0.6446  -0.061
C  1.2605  0.4003  0.3430  -0.342
F  1.9039  1.2361  1.1986  0.092
F  0.2027  -0.1530  0.8941  0.107
O  -1.5053  0.9017  -1.2314  0.213
C  -1.8477  0.0418  -0.5068  -0.642
F  -1.3043  -1.1346  -0.4471  0.178
F  -2.8333  0.0627  0.3122  0.226


Here is one molecule with the formula C3F5IO from OMol25. Energies are from ωB97M-V/def2-TZVPD.

## Properties
Electronic energy = -26844.713 eV
HOMO-LUMO gap = 9.75 eV
Relative energy (zero: lowest compared OMol25 entry of this formula, charge and spin) = 0.112 eV
LUMO = -0.07 eV
SMILES string = FC(F)=C(F)OC(F)(F)I

Last column: Löwdin charge in e.
Element x y z (Å)
F  0.0608  -2.0673  1.9124  0.159
C  -0.5356  -1.2708  1.0457  -0.288
F  -1.8321  -1.5000  0.9618  0.161
C  0.0972  -0.3401  0.3359  -0.239
F  1.4048  -0.1421  0.4511  0.151
O  -0.5763  0.4635  -0.5529  0.011
C  0.1067  1.3942  -1.2568  -1.055
F  1.0623  0.8592  -2.0224  0.071
F  0.7158  2.2871  -0.4710  0.072
I  -1.3538  2.3744  -2.4895  0.956


Here is C3F6MgNO4S2 as an isolated structure from OMol25. Energies are from ωB97M-V/def2-TZVPD.

## Properties
Electronic energy = -56211.821 eV
HOMO-LUMO gap = 5.74 eV
LUMO = 2.98 eV
Net charge = -1

Last column: Löwdin charge in e.
Element x y z (Å)
Mg  -0.6180  0.8009  4.0857  0.285
O  -2.8081  -0.8640  0.8167  0.033
C  -2.2696  -0.0716  1.5555  -0.745
O  -2.2174  0.0743  2.7796  -0.263
N  -0.0340  -0.4644  -1.1944  -0.520
S  -1.0694  0.6334  -0.7248  1.059
O  -1.1439  0.7738  0.9058  -0.406
C  -0.2536  2.3242  -0.9106  -0.788
F  0.0178  2.4842  -2.1949  0.126
F  0.8668  2.4244  -0.2164  0.125
F  -1.1034  3.2546  -0.5215  0.138
S  1.5307  -0.4850  -0.5711  0.890
O  2.4922  -0.1163  -1.6628  -0.496
C  1.6196  -2.3572  -0.5513  -0.799
F  0.7373  -2.8491  0.3044  0.123
F  1.4109  -2.8732  -1.7494  0.129
F  2.8420  -2.6887  -0.1505  0.110


Here is C3F9NO7S3Sn as an isolated structure from OMol25. Energies are from ωB97M-V/def2-TZVPD.

## Properties
Electronic energy = -81726.497 eV
HOMO-LUMO gap (alpha / beta) = 6.34 / 7.29 eV
LUMO (alpha / beta) = 0.45 / 0.57 eV
Multiplicity = 2
Net charge = -1

Last column: Löwdin charge in e.
Element x y z (Å)
Sn  -6.3521  2.4249  8.2054  1.033
C  -4.6259  -0.8527  5.9894  -0.583
F  -5.4538  0.1673  5.6313  0.054
F  -5.2910  -1.9757  5.6810  0.117
F  -3.4491  -0.8506  5.2836  0.116
S  -4.4218  -0.8561  7.9129  0.682
O  -5.8153  -1.1372  8.3304  -0.359
O  -3.4292  -1.9354  8.1784  -0.308
N  -3.9572  0.7738  8.2988  -0.412
S  -2.5060  0.6471  8.8386  0.537
O  -2.3528  -0.1286  10.0468  -0.301
O  -1.5719  0.3522  7.7635  -0.310
C  -2.1062  2.5141  9.3748  -0.642
F  -0.8157  2.7629  9.5898  0.134
F  -2.4428  3.4163  8.4731  0.119
F  -2.6905  2.8127  10.5294  0.127
C  -2.8337  6.2519  6.3250  -0.651
F  -2.2347  5.0389  6.2592  0.094
F  -1.9002  7.2231  6.4260  0.117
F  -3.3758  6.3916  5.1680  0.160
S  -4.1849  6.1781  7.7345  0.513
O  -4.8463  4.8664  7.5350  -0.527
O  -3.6016  6.3388  9.0635  -0.339
O  -5.1555  7.2860  7.4855  -0.372